Entry 1:
Formula: C2H7NO2Si
Source: the Open Molecules 2025 dataset
Level of theory: the ωB97M-V functional and the def2-TZVPD basis

Properties
HOMO level (alpha / beta) = -8.54 / -8.53 eV
M = 105.2 u
Orbital gap (alpha / beta) = 8.32 / 8.36 eV
Multiplicity = 1
SMILES = C[Si](C)(O)N=O
Net charge = 0

Atoms and positions in Å:
C (0.6922, 0.9155, -1.5563)
C (-0.9987, 0.0551, 1.3341)
N (-0.9162, -1.2464, -0.8780)
O (1.7159, -0.2333, 0.8884)
O (-1.0838, -2.4576, -1.0151)
Si (0.2899, -0.2268, -0.0362)
H (1.6992, 0.7456, -1.9430)
H (-0.0283, 0.5995, -2.2517)
H (0.7131, 1.9109, -1.1610)
H (-1.3053, -0.8705, 1.7990)
H (-0.4695, 0.7194, 2.0890)
H (-1.9476, 0.5347, 0.8789)
H (1.6393, -0.4460, 1.8518)

---

Entry 2:
Formula: C24H22Br4N2O5STc
Source: the Open Molecules 2025 dataset
Level of theory: the ωB97M-V functional and the def2-TZVPD basis

Properties
HOMO level (alpha / beta) = -6.54 / -7.44 eV
M = 868.1 u
Orbital gap (alpha / beta) = 6.19 / 6.04 eV
⟨S²⟩ = 3.9498
Multiplicity = 4
Net charge = 0

Atoms and positions in Å:
Tc (0.7422, 0.7166, -0.8984)
Br (0.1957, 0.7756, 6.0975)
C (-0.1039, 0.3561, 4.2832)
C (-0.9083, -0.7287, 3.9258)
Br (-1.7136, -1.7900, 5.2585)
C (-1.1014, -1.0382, 2.5799)
Br (-2.1139, -2.5373, 2.0265)
C (-0.5011, -0.2906, 1.5649)
O (-0.5851, -0.5613, 0.2928)
C (0.3376, 0.7991, 1.9380)
O (0.9397, 1.4320, 0.9555)
C (0.5044, 1.1147, 3.2849)
Br (1.6237, 2.5831, 3.6676)
O (-6.1404, 3.5488, 1.7814)
C (-4.8958, 3.2997, 2.2485)
O (-4.6460, 3.4500, 3.4091)
C (-3.8959, 2.8585, 1.2324)
C (-2.5720, 3.2640, 1.3806)
C (-1.6176, 2.9061, 0.4517)
C (-1.9508, 2.0801, -0.6281)
C (-3.2774, 1.6511, -0.7571)
C (-4.2374, 2.0469, 0.1539)
N (-0.9652, 1.6360, -1.5212)
C (-1.2884, 1.4111, -2.8084)
C (-0.4405, 0.5890, -3.5585)
C (-0.5467, 0.3400, -4.9449)
C (0.3112, -0.5422, -5.5420)
C (1.2999, -1.1783, -4.7673)
C (1.3932, -0.8610, -3.4335)
N (0.5648, -0.0052, -2.8238)
H (-6.1771, 3.4579, 0.8246)
H (-2.3120, 3.8688, 2.2398)
H (-0.5993, 3.2580, 0.5397)
H (-3.5443, 0.9670, -1.5519)
H (-5.2491, 1.6708, 0.0485)
H (-2.1778, 1.8553, -3.2362)
H (-1.2989, 0.8687, -5.5142)
H (0.2524, -0.7405, -6.6038)
H (1.9869, -1.8895, -5.2009)
H (2.1743, -1.2836, -2.8136)
C (2.2960, -4.8712, -0.1075)
C (2.7083, -3.4746, -0.5505)
S (1.6824, -2.2321, 0.3004)
O (2.1070, -0.9303, -0.3815)
C (2.5719, -2.1702, 1.9044)
C (3.9269, -1.4909, 1.8019)
H (2.7785, -5.6229, -0.7310)
H (1.2162, -4.9969, -0.1974)
H (2.5746, -5.0660, 0.9281)
H (2.4916, -3.3240, -1.6082)
H (3.7597, -3.2582, -0.3696)
H (2.6249, -3.1964, 2.2690)
H (1.8990, -1.6090, 2.5556)
H (4.6645, -2.1356, 1.3243)
H (4.2904, -1.2404, 2.7977)
H (3.8417, -0.5682, 1.2313)
C (2.0637, 2.0111, -1.4895)
H (2.8289, 1.8385, -2.2501)
H (2.2078, 2.9791, -1.0088)

---

Entry 3:
Formula: C2H3Cl2O2S
Source: the Open Molecules 2025 dataset
Level of theory: the ωB97M-V functional and the def2-TZVPD basis

Properties
HOMO level = -3.35 eV
M = 162.0 u
Orbital gap = 6.92 eV
Multiplicity = 1
Net charge = -1

Atoms and positions in Å:
C (1.8058, -0.3369, 0.3581)
C (-2.2976, 0.1320, -0.3445)
O (0.4301, -0.0095, 0.4453)
O (-0.4473, 1.2864, -1.6911)
S (-0.6248, 0.0329, -0.9311)
Cl (-2.4929, -1.2060, 0.8306)
Cl (-2.7006, 1.5938, 0.5166)
H (2.0344, -0.6168, 1.2836)
H (2.4851, 0.3353, -0.1996)
H (1.8079, -1.2114, -0.2679)

---

Entry 4:
Formula: C3HNO2
Source: the Open Molecules 2025 dataset
Level of theory: the ωB97M-V functional and the def2-TZVPD basis

Properties
HOMO level = -10.24 eV
M = 83.0 u
Orbital gap = 10.18 eV
Multiplicity = 1
SMILES = C#CN1OC1=O
Net charge = 0

Atoms and positions in Å:
C (-0.6956, 1.3790, -1.2255)
C (-0.0813, 0.6984, -0.4478)
C (0.4141, -1.2554, 0.8953)
N (0.7546, -0.1579, 0.1337)
O (0.0165, -2.3527, 0.9108)
O (0.8231, -0.2628, 1.6532)
H (-1.2315, 1.9513, -1.9196)

---

Entry 5:
Formula: C38H51N6O3S2Si2Sn
Source: the Open Molecules 2025 dataset
Level of theory: the ωB97M-V functional and the def2-TZVPD basis

Properties
HOMO level = -4.16 eV
M = 878.9 u
Orbital gap = 6.17 eV
Multiplicity = 1
Net charge = -1

Atoms and positions in Å:
Sn (0.3053, 0.6333, -0.7356)
C (0.3187, -3.0351, 2.4847)
C (1.4636, -3.2710, 1.5559)
N (2.0085, -2.3630, 0.8114)
C (3.0393, -2.8662, 0.0534)
C (3.2860, -4.1925, 0.2318)
S (2.2120, -4.8326, 1.4000)
C (3.7561, -1.9866, -0.8844)
C (4.7932, -2.3730, -1.6794)
S (5.2937, -1.0641, -2.6592)
C (4.0979, -0.0579, -1.9123)
N (3.3820, -0.6705, -1.0254)
C (3.9168, 1.3709, -2.3011)
H (-0.1341, -2.0745, 2.2551)
H (0.6512, -3.0602, 3.5243)
H (-0.4513, -3.7985, 2.3615)
H (4.0274, -4.8066, -0.2518)
H (5.2606, -3.3414, -1.7438)
H (4.6202, 1.6665, -3.0783)
H (4.0478, 2.0193, -1.4337)
H (2.8994, 1.5243, -2.6656)
C (1.3697, 3.7525, 2.6882)
Si (1.9662, 2.2810, 1.6732)
C (3.8489, 2.2435, 1.7095)
C (1.3155, 0.7342, 2.4966)
N (1.3676, 2.2997, 0.0562)
C (1.5803, 3.3278, -0.8500)
C (2.2600, 4.5099, -0.5495)
C (2.4839, 5.4958, -1.5076)
C (2.0252, 5.3111, -2.7977)
C (1.3324, 4.1453, -3.1198)
C (1.0826, 3.1495, -2.1758)
N (0.4044, 1.9620, -2.4348)
Si (-0.3707, 1.5729, -3.9190)
C (-1.2876, -0.0526, -3.7231)
C (0.8686, 1.3323, -5.3199)
C (-1.6516, 2.8518, -4.4346)
H (1.5051, 3.5338, 3.7518)
H (0.3037, 3.9212, 2.5159)
H (1.8954, 4.6841, 2.4704)
H (4.2387, 2.3233, 2.7279)
H (4.2735, 3.0606, 1.1229)
H (4.2001, 1.3013, 1.2801)
H (1.6267, 0.7140, 3.5463)
H (1.6933, -0.1669, 2.0118)
H (0.2222, 0.6917, 2.4676)
H (2.6253, 4.6649, 0.4584)
H (3.0185, 6.3980, -1.2353)
H (2.1947, 6.0636, -3.5584)
H (0.9835, 4.0090, -4.1356)
H (-0.6082, -0.9075, -3.7157)
H (-1.9753, -0.1770, -4.5652)
H (-1.8815, -0.0802, -2.8054)
H (1.5413, 0.5061, -5.0719)
H (1.4828, 2.2198, -5.4865)
H (0.3670, 1.0860, -6.2602)
H (-2.4656, 2.8600, -3.7056)
H (-2.0772, 2.5924, -5.4084)
H (-1.2546, 3.8649, -4.4960)
C (-4.0309, -3.6572, 6.5065)
C (-3.6498, -2.7987, 5.3288)
C (-3.0727, -1.5496, 5.5085)
C (-2.7158, -0.7452, 4.4294)
C (-2.0719, 0.5947, 4.6741)
C (-2.9303, -1.2176, 3.1331)
C (-3.4977, -2.4788, 2.9277)
C (-3.7094, -3.0221, 1.5387)
C (-3.8606, -3.2445, 4.0297)
C (-2.4885, -0.3996, 1.9340)
O (-3.0325, 0.7266, 1.7556)
O (-1.6080, -0.9028, 1.2117)
H (-3.9618, -3.0972, 7.4394)
H (-3.3739, -4.5263, 6.5902)
H (-5.0524, -4.0299, 6.4105)
H (-2.9023, -1.1825, 6.5163)
H (-2.1560, 0.8776, 5.7242)
H (-2.5284, 1.3626, 4.0529)
H (-1.0090, 0.5630, 4.4185)
H (-3.9854, -2.2392, 0.8338)
H (-4.4857, -3.7887, 1.5325)
H (-2.7896, -3.4703, 1.1562)
H (-4.3216, -4.2147, 3.8664)
C (-3.4005, 3.3733, -0.6066)
C (-1.9417, 3.1121, -0.2791)
O (-1.6879, 1.7168, -0.1833)
H (-3.5879, 4.4456, -0.7004)
H (-4.0423, 2.9720, 0.1788)
H (-3.6710, 2.8894, -1.5460)
H (-1.6719, 3.6028, 0.6632)
H (-1.2857, 3.5059, -1.0559)
H (-2.2288, 1.3179, 0.5812)
N (-3.2372, -4.8127, -1.2375)
C (-2.2428, -4.4279, -1.6666)
C (-0.9977, -3.9915, -2.2380)
C (-0.4964, -4.6351, -3.3672)
C (0.7079, -4.2060, -3.8926)
C (1.3600, -3.1519, -3.2642)
N (0.8790, -2.5313, -2.1949)
C (-0.2767, -2.9350, -1.6844)
H (-1.0487, -5.4519, -3.8127)
H (1.1349, -4.6739, -4.7689)
H (2.3122, -2.7867, -3.6375)
H (-0.6417, -2.3924, -0.8144)

---

Entry 6:
Formula: C33H71B2N8O9S
Source: the Open Molecules 2025 dataset
Level of theory: the ωB97M-V functional and the def2-TZVPD basis

Properties
HOMO level = -3.60 eV
M = 777.7 u
Orbital gap = 4.86 eV
Multiplicity = 1
Net charge = -1

Atoms and positions in Å:
C (3.6724, 8.6326, 5.2883)
C (4.3351, 7.3934, 4.7599)
C (5.7130, 7.1912, 4.8111)
C (6.2719, 6.0222, 4.3032)
C (5.4909, 5.0072, 3.7465)
C (6.0687, 3.7419, 3.1664)
C (6.3677, 3.9925, 1.6536)
C (7.3250, 3.2227, 3.8967)
C (4.1061, 5.2106, 3.7188)
O (3.2769, 4.2605, 3.2008)
C (2.7853, 3.3518, 4.2377)
B (1.5505, 2.3712, 3.7555)
C (1.9951, 0.8147, 4.0827)
S (-0.0458, 2.7622, 4.8228)
B (1.0900, 2.5582, 2.1089)
N (0.8533, 3.7910, 1.3989)
O (0.9156, 1.3602, 1.3354)
C (3.5427, 6.3868, 4.2041)
H (4.3172, 9.5082, 5.2510)
H (3.3229, 8.5121, 6.3122)
H (2.7901, 8.8459, 4.6890)
H (6.3343, 7.9568, 5.2564)
H (7.3464, 5.9220, 4.3531)
H (5.3346, 2.9494, 3.1941)
H (6.0604, 4.9964, 1.3783)
H (7.4343, 3.9319, 1.4435)
H (5.8623, 3.2712, 1.0203)
H (7.7639, 3.9391, 4.5825)
H (8.1017, 2.9329, 3.1954)
H (7.0759, 2.3299, 4.4669)
H (3.6307, 2.7328, 4.5649)
H (2.4794, 3.9447, 5.1020)
H (1.1555, 0.1252, 3.9859)
H (2.8312, 0.4952, 3.4534)
H (2.3812, 0.7901, 5.1078)
H (0.3874, 3.2467, 6.0022)
H (1.5330, 3.9929, 0.6677)
H (0.8508, 4.5500, 2.0704)
H (0.2734, 0.8543, 1.8385)
H (2.4707, 6.5036, 4.1443)
C (3.8225, 5.4451, -2.7395)
C (2.6256, 4.6289, -2.3071)
O (2.2871, 4.5422, -1.1436)
N (1.9238, 3.9748, -3.2754)
C (2.1698, 3.9490, -4.7024)
H (4.2655, 5.8932, -1.8556)
H (4.5667, 4.8114, -3.2237)
H (3.5224, 6.2386, -3.4258)
H (1.1422, 3.4505, -2.9128)
H (1.3028, 4.3402, -5.2397)
H (2.3456, 2.9236, -5.0344)
H (3.0368, 4.5497, -4.9555)
C (3.4379, -2.9035, -1.6533)
C (3.1840, -1.7596, -2.6063)
O (3.7649, -1.6729, -3.6867)
N (2.2831, -0.8303, -2.2262)
C (1.4931, -0.7676, -0.9962)
H (4.1786, -3.5626, -2.0969)
H (3.8161, -2.5377, -0.6990)
H (2.5226, -3.4684, -1.4758)
H (2.1632, -0.0929, -2.9017)
H (0.4368, -0.7724, -1.2673)
H (1.7135, 0.1577, -0.4683)
H (1.7072, -1.6089, -0.3453)
C (-0.2823, -1.7318, -4.2438)
C (-1.4867, -1.8528, -3.3384)
O (-1.5132, -1.3734, -2.2143)
N (-2.5616, -2.5286, -3.8217)
C (-2.7289, -3.1708, -5.1182)
H (0.4949, -1.1762, -3.7313)
H (0.1069, -2.7194, -4.4930)
H (-0.5489, -1.2024, -5.1600)
H (-3.3272, -2.5729, -3.1689)
H (-3.5765, -2.7247, -5.6410)
H (-2.9286, -4.2280, -4.9855)
H (-1.8393, -3.0533, -5.7273)
C (-6.4578, -5.7152, -5.7662)
C (-5.1051, -6.3297, -6.0449)
O (-4.1327, -5.6421, -6.3246)
N (-5.0085, -7.6781, -5.9702)
C (-6.0532, -8.6415, -5.6481)
H (-6.3726, -4.6372, -5.8640)
H (-7.1991, -6.0768, -6.4796)
H (-6.7868, -5.9520, -4.7538)
H (-4.0830, -8.0244, -6.1672)
H (-5.7606, -9.2050, -4.7597)
H (-6.1790, -9.3350, -6.4738)
H (-6.9987, -8.1530, -5.4609)
C (-1.0635, 7.5641, 2.5438)
C (-0.7422, 6.6783, 3.7272)
O (0.2162, 5.9355, 3.7401)
N (-1.5823, 6.7251, 4.8014)
C (-2.7691, 7.5318, 4.9797)
H (-0.3078, 7.3991, 1.7818)
H (-2.0407, 7.3144, 2.1277)
H (-1.0517, 8.6165, 2.8343)
H (-1.3121, 6.0929, 5.5396)
H (-2.6604, 8.1749, 5.8569)
H (-3.6401, 6.8897, 5.1315)
H (-2.9453, 8.1566, 4.1103)
C (2.2508, -5.2922, 4.4441)
C (2.0724, -4.1499, 3.4671)
O (2.6764, -4.1181, 2.4051)
N (1.2123, -3.1657, 3.8192)
C (0.4171, -3.0477, 5.0267)
H (2.9638, -5.9945, 4.0233)
H (2.6358, -4.9274, 5.3971)
H (1.3045, -5.8080, 4.6121)
H (1.1367, -2.4271, 3.1350)
H (-0.6384, -3.0046, 4.7521)
H (0.6807, -2.1240, 5.5442)
H (0.5743, -3.8867, 5.6964)
C (-10.0475, -11.9995, -6.2564)
C (-9.5229, -10.6658, -5.7800)
O (-8.4680, -10.2037, -6.1872)
N (-10.2714, -9.9878, -4.8716)
C (-11.5379, -10.3765, -4.2795)
H (-9.3420, -12.4099, -6.9716)
H (-10.1479, -12.6949, -5.4225)
H (-11.0152, -11.8811, -6.7450)
H (-9.8680, -9.1071, -4.5944)
H (-12.3015, -9.6322, -4.5108)
H (-11.4378, -10.4420, -3.1950)
H (-11.8621, -11.3389, -4.6589)

---

no.,E (eV)
1,-15648.7065
2,-331665.2628
3,-42096.4456
4,-8707.0410
5,-98582.5268
6,-77915.0117